Record 1
DFT (wB97M-V/def2-TZVPD) results for 13 unconnected molecules or ions with the total composition C58H144N15O17P3 at a distorted geometry.

Spin multiplicity: 1
Highest occupied orbital energy (eV): -8.2
Energy relative to the best compared isomer or geometry (same formula, charge and spin) (eV): 0.000
DFT total energy (eV): -147504.009

Cartesian coordinates (Å):
C -0.5803 -0.3003 -1.0375
H 3.1610 -3.9396 -5.8979
O -1.4577 3.9112 5.2328
C -5.1593 0.5622 2.2253
H 2.2116 -5.9434 0.0264
O -7.3566 -3.8892 1.4309
H 3.0354 -1.9466 -5.7260
H 2.7161 -0.5859 -1.6560
C -3.4736 2.5120 7.7274
C -3.9141 2.7758 -3.3037
H 3.5329 -1.5897 -7.4576
C 1.8139 5.3010 -4.1899
H 4.2094 2.5493 -1.5973
H 0.7168 -1.0657 1.7466
H 4.6665 -5.4857 -3.0539
H 0.7371 5.1927 5.4525
C 1.2674 4.8669 6.3473
H -4.6140 -3.1576 -8.4427
H 1.1741 -7.1840 2.0399
H 7.2964 2.2741 3.3024
H -4.4678 -5.7925 -0.1854
C -0.7538 -4.8743 -2.7119
H 1.6889 0.8411 -4.4030
H -4.8562 -2.5292 1.9566
H 3.2984 2.5068 6.1443
C -4.9287 -3.3011 1.1905
H -2.5640 0.0588 -5.2070
C 3.1719 2.2863 -1.8031
C 1.6714 7.3107 -2.9733
H -3.0856 1.0824 2.4403
H 4.2079 1.5121 7.3293
N 3.0796 -4.6725 -4.0733
C 6.1996 -0.8943 2.9075
H -5.2217 -0.3203 1.5885
H 3.9085 -5.6798 -0.2416
H -3.5211 -0.1588 3.5283
H 0.6587 2.7840 -0.5703
N -2.2801 3.3227 7.7620
H -1.0006 5.4571 1.3334
H -0.1638 0.5000 1.6643
H 0.3271 3.4418 -2.8448
C 3.4432 1.5065 6.5526
N 2.6148 -4.3420 -1.3268
C 3.0531 1.2180 -2.8652
H -0.7226 -3.8035 -2.5111
H -3.9033 -6.5338 1.2263
N 5.2047 0.1073 3.2127
H -1.3951 -5.0513 -3.5753
C -0.3328 4.1686 -3.3184
C 0.5139 -3.8290 -8.8447
H 5.0519 -1.9324 -1.5873
C -6.0417 1.9907 -2.4080
N 0.6076 -5.3035 -2.9857
H 1.7002 -4.8354 -5.6720
H 1.5915 -7.1067 -3.5519
H 3.5993 -0.8132 2.2816
C -3.6300 -1.9482 -6.2180
H -0.7069 4.3637 2.6224
H -5.5929 -4.2862 -7.5329
H -4.2269 2.7218 3.7862
H 0.6347 0.7172 8.0885
H -1.1667 -5.3228 -1.8083
C -3.4490 4.9182 0.7661
C -2.5488 4.5406 8.5269
C -2.6912 4.3395 2.0196
H -1.5314 -0.5004 -4.1396
H 1.1823 -4.3565 -9.5252
H -0.1635 -2.2764 -0.2404
H 6.1686 -1.0124 -0.5194
H 1.3661 4.5244 9.0908
H -4.7683 3.5139 -1.3886
H -3.5642 5.9993 0.6886
C 1.5687 -0.8521 -6.8504
C 4.5069 -4.6837 -3.7746
C -0.0820 1.0290 5.2116
H -0.5628 1.5329 4.3731
H -1.2654 -5.8833 1.9705
H 2.7783 -0.9752 4.7171
H 3.0020 -6.4526 -1.5190
H -2.0508 0.8857 -0.0223
N -1.8931 -0.6827 -5.0648
H -5.7617 1.2774 -1.6329
O 1.7366 -5.4871 3.0059
C 1.0508 3.6643 8.5001
H 1.5696 2.2021 -3.7994
H 0.9988 1.1489 5.1368
C 6.7256 3.1336 3.6540
C -6.1820 -4.1868 1.3334
H 0.5140 -4.5201 -8.0017
H 2.7897 1.8216 -0.8943
C -0.2546 -5.4806 1.9062
H 3.7404 1.4584 -3.6764
H 1.5912 5.7922 6.8238
H 0.0568 -0.2665 -5.5862
N -0.5956 1.6200 6.4989
C 0.7022 -6.4013 2.6338
C 5.1403 -1.1217 -0.8641
H 1.3354 -1.1456 -5.1320
H 7.2887 3.6121 4.4553
H 4.2169 4.3871 3.8170
H -3.8850 2.5227 8.7367
H 0.4129 3.1195 9.1961
H 2.3872 4.3820 -4.0675
C -3.9093 0.7524 3.0733
H 3.1881 -3.6049 0.5646
C 0.7193 -6.7641 -2.9952
O -4.2584 -3.2275 -6.3657
H 1.8435 2.9345 8.3353
H 0.9057 4.4467 -0.0673
C 0.6888 -2.0038 -7.3500
H -4.0076 5.0572 3.4849
O 1.8659 -3.3084 3.5916
H -3.0396 4.1812 9.4313
C -2.6631 -1.8965 -4.9904
H 5.1059 -4.9293 -4.6516
H -3.1591 2.1786 -2.7924
N -3.0306 5.0156 3.2322
C -5.1146 3.2578 -2.3900
H 2.5203 1.1535 7.0127
C -0.2479 -0.5700 1.8545
C -0.9552 -1.5277 -0.2118
C 3.5275 -0.1212 -2.2163
O -4.1707 1.2740 -5.1989
H -1.3220 1.6103 -1.5636
H 2.3152 5.8773 -4.9675
H 0.1984 -6.9175 3.4511
C -3.8115 -4.3277 1.2268
H 1.4741 -3.5029 0.2042
H -5.1167 -2.8111 0.2352
C 2.7733 -4.8705 -5.4841
C 4.1921 3.3287 3.5578
H -3.1818 1.4890 7.4901
H 6.1994 -1.8255 3.4740
O -0.8485 3.4900 0.6563
C -5.1315 -3.2995 -7.4939
C 2.9407 -5.6896 -0.7430
H -1.9012 -1.9318 -0.5722
H -4.2943 2.9112 7.1316
H 3.2911 0.8840 2.6106
C -5.7493 1.4878 4.2836
H -0.5912 4.9386 -2.5915
C -4.4101 -5.6291 0.8907
H -3.2581 -4.4048 2.1627
H 6.6517 3.7548 2.7615
H 2.5790 -0.9278 6.2999
O -6.2119 0.8419 3.1680
O 1.9926 5.9284 -2.9785
C -0.3900 0.8263 7.7331
O 6.5033 0.5853 5.5781
H 3.6022 -0.4570 -6.1606
H -4.0533 -1.1980 -3.5948
N 1.0648 -0.3107 -5.6318
H 0.1295 0.1736 -2.8030
H -4.4486 4.4883 0.8306
H 0.6122 7.5574 -3.0466
C 2.9905 -1.2601 -6.5715
H -3.0706 4.6510 -0.2205
H -0.3086 -1.5754 -7.4490
H 2.7502 -2.3749 -0.5657
H -3.2331 5.1284 7.9151
P 5.3548 0.9619 4.6870
H -2.9123 3.2922 2.2256
H 6.3434 -1.0337 1.8360
H -7.0998 2.2067 -2.2601
H -3.6913 1.5823 5.0342
N 0.4516 3.9922 7.2090
H 0.4564 -2.6915 -6.5369
H -0.4219 3.5215 -5.9995
C 3.3754 -0.7077 5.5889
H -3.4989 3.5447 -3.9553
O 1.1603 -2.6022 -8.5717
H 4.4896 0.4146 1.3272
O -1.2808 -1.1901 1.1405
N 5.3710 2.6093 4.1363
N 1.7201 1.2550 -3.4823
H -0.7714 -0.1772 7.5447
H 2.6181 3.2118 -1.9616
H -0.5108 0.0327 5.1042
C -4.3018 1.6928 4.1380
H 3.2652 -5.7210 -5.9559
C 0.3344 4.8525 -4.4957
N 3.8180 0.6676 5.4537
H -0.5327 -3.6963 -9.1188
C -1.6871 0.7281 -1.0377
P 1.8986 -4.1307 -2.9368
H -3.1158 -1.7333 -7.1548
C 2.4692 -3.3698 -0.2203
H -2.7522 -1.7904 -2.8160
H 1.5612 -0.0641 -7.6035
C -1.2144 4.4396 1.6607
C 4.0585 0.1752 2.2993
H 0.7662 4.3685 -6.4097
O -6.4526 1.9342 5.1747
H 4.1977 -1.4225 5.6216
H -2.5874 0.3574 -1.5278
H 3.8079 -0.8003 -3.0215
C -4.6341 1.8182 -4.2113
N 0.4265 3.8859 -5.5901
O -5.7710 -5.4915 1.1936
H 4.8179 -3.7515 -3.3030
H 0.3453 0.1370 -0.6631
H 1.2335 3.1808 0.9924
O -5.8033 1.4407 -3.6362
H -0.9762 -4.1297 3.5576
H -5.9466 -2.5918 -7.3430
H 3.2567 2.9785 3.9942
H -0.3777 -3.2689 2.2042
H 2.2413 7.9270 -3.6687
P -1.0383 3.3298 6.5621
H -1.6685 5.1620 8.6917
C -0.2554 -4.2081 2.7438
H -0.4905 -0.7216 2.9063
H -1.9176 -2.6902 -4.9422
H 1.9252 7.7804 -2.0231
H 4.6152 -1.2931 0.0756
H 2.1784 4.3440 6.0563
N -0.2842 -0.6550 -2.3999
H 4.0832 3.1772 2.4839
H -2.5148 4.7473 4.0581
O 1.4416 -2.7270 -3.1901
H -3.8206 -3.0352 -3.7040
C -3.3699 -2.0431 -3.6778
H 7.1054 -0.3667 3.2062
O 4.6875 0.1109 -1.4673
H -1.0412 1.0611 8.5750
C 0.4983 3.4861 0.2478
H -5.2811 1.3124 1.4439
H -0.1657 5.7500 -4.8596
C 1.2218 -4.2888 3.1493
H 0.8024 -7.0957 -1.9602
H -0.1015 -5.3805 0.8317
H -0.1715 -7.2345 -3.4116
H -4.3718 -1.1580 -6.1019
H -1.2077 3.6089 -3.6492
H 0.4179 -1.3758 -2.4867
H -5.6784 4.0995 -2.7922
H -3.0620 -4.0423 0.4886

Cartesian forces (eV/Å) of the 3 atoms listed first:
0.1 -0.4 -0.1
0.0 -0.3 -1.0
1.3 -1.0 1.9

***

Record 2
DFT (wB97M-V/def2-TZVPD) results for a molecular structure, C5H14B3BaClN3O4P at a distorted geometry.

Spin multiplicity: 1
Highest occupied orbital energy (eV): -14.4
Net charge: +2
DFT total energy (eV): -42595.508

Cartesian coordinates (Å):
Cl -1.4548 -0.7407 2.7383
N -1.1260 -2.9512 -1.9694
O 0.6230 2.1812 1.3429
H -1.5773 -2.8968 -2.8806
H -1.3416 -3.8970 -1.6546
H 0.8012 2.1271 -2.0894
H 0.8679 -1.9875 -1.1988
B -1.8744 2.8212 0.4510
H 1.3812 -0.4484 4.0142
C 1.8722 0.5321 -1.0650
N -2.8811 -2.1860 -0.5272
H -3.1429 -1.4532 0.1304
O 1.1547 0.2934 3.4418
C 1.4070 -0.3368 0.1113
C 0.4364 -1.4573 -0.3807
N -0.8363 -0.9241 -0.7170
Ba 2.4877 -2.3927 -1.1187
O -0.7511 3.2442 -0.2450
O -1.6673 2.5617 1.7950
H 0.3590 -2.1736 0.4455
H -0.7560 -0.2860 -1.5059
C -1.7536 -2.0336 -1.0321
B -0.4871 1.9653 2.1472
C 1.3249 1.9879 -1.1445
H 2.2733 -0.7713 0.6001
B 0.3686 2.5088 0.0083
H 2.1687 2.6807 -1.1919
H -2.8835 2.5117 -0.0869
H 2.9628 0.5488 -1.0890
H 0.8692 0.1460 0.9204
H 1.5764 0.0342 -1.9919
P -0.4013 0.7921 3.7421

Cartesian forces (eV/Å) of the 3 atoms listed first:
0.0 -0.1 -0.2
-0.2 -0.5 0.5
-0.1 -1.0 -0.3

***

Record 3
DFT (wB97M-V/def2-TZVPD) results for C29H37NO3 in the gas phase at a distorted geometry.

Spin multiplicity: 1
Highest occupied orbital energy (eV): -8.1
Energy relative to the best compared isomer or geometry (same formula, charge and spin) (eV): 3.006
SMILES: C=Cc1cc2c(cc1CCC(C)C)C(=O)C(CCCCn1cccc1)=C(OCCCC)C2=O
DFT total energy (eV): -38300.039

Cartesian coordinates (Å):
H 0.6824 -5.3447 1.3002
H -2.9867 2.9576 3.6919
C 0.9060 2.7851 -2.2308
H 2.0709 0.3895 3.6959
C 4.1094 1.5848 1.4063
H 2.0593 0.5893 1.4607
H 0.4298 2.1594 -3.0324
C 2.7896 1.1543 -1.7824
H 3.6128 1.3021 3.8789
H -5.5467 -2.5008 -1.5852
C -2.7255 2.5295 2.6954
C 1.6693 2.5140 4.0615
C 2.5824 1.3692 3.4394
C -4.5038 -2.3689 -1.1739
H 0.7456 3.0897 -0.0448
O 1.7873 0.0563 -3.7303
H -1.1364 -2.9303 2.2458
C 2.4322 -1.4902 -0.4702
H -2.5414 -0.3959 -3.4447
H 0.8391 2.7117 3.3322
H -2.2003 -3.3314 -0.1537
H 2.9721 3.3731 -1.5939
H -0.3612 -1.4625 -2.7269
H -0.4678 -4.3328 3.3602
H -4.4880 -1.4172 -0.5583
H 2.6601 -2.7992 1.3420
C 2.0100 -2.5429 0.4617
C -3.0178 1.1164 2.2434
C -0.4802 -3.8407 2.3465
C 0.2940 2.4198 -0.8245
H 1.2339 2.1376 5.0325
C -2.4582 1.1134 0.8976
H -2.8483 -4.2526 -2.7315
H -3.8002 0.0071 -2.2190
O 4.3098 1.8354 -0.0241
H 4.7377 0.7206 1.7577
C -1.2938 2.6150 -0.8610
C 2.5978 1.5106 1.8348
H -4.2913 -3.2511 -0.5155
N -1.8941 2.3166 0.4560
H 0.4439 1.3415 -0.5208
C -1.5939 -3.5728 -1.0721
C 2.0047 0.0131 -2.5383
C -3.4720 -2.1839 -2.3756
C 1.5134 -1.1537 -1.6023
H -2.1219 -0.4777 -1.6816
H 0.6255 3.8649 -2.4428
C -2.3357 -3.2830 -2.4386
H 2.3082 3.4274 4.1879
H -1.4010 -4.6849 -1.0331
C 3.6299 0.8528 -0.7393
C -2.9329 -0.6912 -2.4276
C -2.0340 3.1839 1.5722
H -2.5382 0.1431 0.3553
C 0.3140 -4.2877 1.3186
H -1.4638 3.6912 -1.1272
H -1.6346 -3.0613 -3.2988
C 0.6944 -3.2163 0.2420
H 2.8857 2.8183 -3.3172
C 0.2254 -1.8100 -1.8380
H -1.6851 4.2385 1.6436
H 2.0277 2.4182 1.5027
H -1.7537 1.8917 -1.5948
H -4.0842 -2.3097 -3.3234
O 4.8063 -1.1397 0.0828
H -3.5204 0.3100 2.8254
H 4.5404 2.5018 1.9163
C 3.7698 -0.6702 -0.3309
C -0.2044 -2.8653 -0.8984
C 2.4967 2.6142 -2.2836

Cartesian forces (eV/Å) of the 3 atoms listed first:
0.2 1.3 0.1
0.4 -0.2 -1.2
0.1 0.3 0.2

***

> Among the records above, which one has the highest highest occupied orbital energy?

C29H37NO3

***

> Which value of highest occupied orbital energy does entry 1 give?

-8.2 eV